6 unconnected molecules or ions with the total composition C17H38Br10N2OSi. Source: the OMol25 dataset; level of theory: ωB97M-V/def2-TZVPD.

The geometry in XYZ format:
```
69
Properties=species:S:1:pos:R:3:forces:R:3:lowdin_charge:R:1
C 3.9715 0.7693 -1.4071 0.20 0.18 0.04 0.01
C 3.4849 2.1667 -1.0464 0.25 0.23 0.11 -0.47
O 4.2101 2.9217 -0.4497 -0.32 -0.21 -0.17 0.11
N 2.1299 2.5453 -1.3690 0.17 -0.39 0.06 -0.13
C 1.8254 2.3873 -2.7873 -0.22 0.25 -0.02 -0.09
C 1.2068 1.7583 -0.5309 0.02 0.25 -0.09 -0.19
C -0.1416 2.4567 -0.3253 0.21 -0.27 0.34 -0.18
C -1.2646 1.4215 -0.1417 0.25 0.66 -0.65 -0.30
C -1.7259 0.8278 -1.5073 -0.01 -0.10 0.91 -0.34
Si -1.6204 -1.0480 -1.6267 0.16 -0.11 -0.56 0.51
N -0.0312 -1.7422 -1.4013 -0.27 0.30 0.19 -0.12
H 5.0586 0.7941 -1.3911 0.01 -0.05 -0.07 0.08
H 3.6591 0.0655 -0.6321 -0.17 0.03 -0.03 0.08
H 3.6216 0.4117 -2.3737 -0.06 0.00 0.05 0.06
H 0.7717 2.6281 -2.9380 0.02 -0.04 -0.01 0.08
H 2.3862 3.1079 -3.3835 0.14 -0.09 0.03 0.09
H 1.9892 1.3772 -3.1809 0.02 0.13 0.10 -0.01
H 1.0316 0.7553 -0.9475 0.09 -0.01 -0.10 0.10
H 1.6941 1.6198 0.4372 -0.11 -0.07 0.05 0.13
H -0.0585 3.0849 0.5654 -0.04 0.07 -0.05 0.11
H -0.3449 3.1299 -1.1593 -0.12 -0.05 -0.04 0.10
H -0.8876 0.6571 0.5401 -0.20 -0.06 0.11 0.05
H -2.1057 1.9460 0.3118 -0.07 -0.27 0.20 0.06
H -1.1733 1.3400 -2.2978 -0.08 -0.23 -0.25 0.06
H -2.7863 1.0728 -1.6295 0.08 -0.02 -0.23 0.01
H -2.5302 -1.7124 -0.6748 0.05 0.10 0.14 -0.05
H -2.0740 -1.4132 -2.9918 0.04 0.02 -0.02 -0.05
H 0.2509 -1.8328 -0.4311 0.06 -0.06 -0.03 -0.05
H 0.7087 -1.2873 -1.9205 0.07 -0.12 -0.01 -0.02
Br -2.4135 -0.8495 2.4408 -0.09 -0.06 0.15 0.64
C -2.5059 0.9987 3.0382 0.22 -0.14 -0.02 -0.70
C -2.9641 1.1239 4.4650 -0.15 0.07 0.03 -0.68
Br -4.8841 0.8371 4.6321 0.08 -0.11 0.05 0.59
H -3.1648 1.5113 2.3496 -0.01 0.04 -0.02 -0.04
H -1.4949 1.3864 2.9256 -0.01 0.02 0.06 0.06
H -2.7919 2.1342 4.8300 0.01 0.01 -0.05 0.06
H -2.4803 0.4108 5.1248 0.00 -0.02 -0.01 0.05
Br -5.2639 3.2179 1.9015 0.01 0.16 -0.01 0.66
C -5.0181 4.8608 0.8853 -0.11 -0.12 0.07 -0.68
C -5.3001 4.6505 -0.5790 0.15 0.06 -0.13 -0.68
Br -3.8532 3.6789 -1.4473 -0.13 0.06 0.02 0.70
H -3.9999 5.1909 1.0645 0.01 0.02 -0.03 0.05
H -5.7136 5.5790 1.3137 -0.03 -0.01 -0.04 0.06
H -5.3694 5.6036 -1.0986 0.02 0.02 0.04 0.06
H -6.2062 4.0783 -0.7493 -0.01 0.00 0.03 0.05
Br 1.0016 -2.6144 2.2124 -0.06 0.09 -0.05 0.59
C 2.3395 -3.9544 1.7772 0.06 0.20 -0.06 -0.68
C 2.1763 -4.4663 0.3703 -0.05 -0.19 -0.02 -0.70
Br 0.6676 -5.6832 0.2226 0.01 0.07 -0.02 0.61
H 2.2435 -4.7370 2.5194 -0.02 -0.10 0.06 0.00
H 3.3011 -3.4582 1.8944 0.00 -0.01 -0.04 0.06
H 3.0494 -5.0439 0.0747 0.02 0.01 0.04 0.06
H 2.0053 -3.6712 -0.3497 -0.01 0.01 0.01 0.03
Br 2.1461 2.2798 -7.1059 0.04 -0.04 0.06 0.61
C 2.6453 0.4063 -7.2593 -0.04 0.15 -0.11 -0.70
C 1.5159 -0.5062 -6.8635 0.04 -0.12 0.11 -0.68
Br 1.2720 -0.5409 -4.9339 -0.10 -0.11 -0.10 0.67
H 3.5259 0.2674 -6.6408 0.00 -0.04 0.01 0.05
H 2.9067 0.2551 -8.3043 -0.03 -0.02 0.00 0.06
H 1.7338 -1.5320 -7.1522 0.03 0.01 0.01 0.06
H 0.5652 -0.2028 -7.2893 0.01 0.03 -0.02 0.05
Br -0.4155 -3.9540 5.4605 0.12 -0.17 0.04 0.60
C 0.4095 -5.1145 6.7900 -0.20 0.22 0.03 -0.70
C 1.8997 -5.2342 6.6208 0.06 -0.13 -0.03 -0.69
Br 2.3699 -6.4191 5.1510 0.01 0.08 -0.07 0.62
H -0.0901 -6.0753 6.7212 0.02 -0.02 0.00 0.05
H 0.1793 -4.6542 7.7483 0.05 -0.03 0.03 0.06
H 2.3436 -5.6894 7.5034 -0.03 0.02 0.02 0.06
H 2.3762 -4.2790 6.4254 -0.03 0.01 -0.01 0.05
```
Positions in Å, forces in eV/Å.

Values from the calculation:
DFT total energy ... -731576.603 eV
Orbital gap ... 9.3 eV
2S+1 ... 1
SMILES ... CC(=O)N(C)CCCC[SiH2]N.BrCCBr.BrCCBr.BrCCBr.BrCCBr.BrCCBr
E_LUMO ... 0.408 eV
Charge ... 0

***

A molecular structure, C17H38BrClF3MgO10P at a distorted geometry. Source: the OMol25 dataset; level of theory: ωB97M-V/def2-TZVPD.

The geometry in XYZ format:
```
72
Properties=species:S:1:pos:R:3:forces:R:3:lowdin_charge:R:1
C -0.3388 -2.7965 -1.5921 -0.07 0.12 0.21 -0.06
O 0.8757 -2.2681 -2.1310 -0.13 -0.33 0.02 -0.17
C 0.6905 -1.5541 -3.3113 0.48 -0.05 0.02 -0.22
C 0.7177 -0.0383 -3.0453 -0.56 0.22 -0.46 -0.18
C -0.5823 0.7099 -3.3841 0.32 0.12 0.07 -0.35
O -1.5039 0.6163 -2.3274 -0.33 0.66 -0.77 -0.38
P -2.9209 -0.0539 -2.8122 -0.03 -2.11 -0.45 0.38
O -2.5472 -1.3694 -3.3617 -0.16 0.19 -0.21 -0.23
O -3.4199 0.8916 -4.0033 0.54 0.69 0.18 -0.09
O -4.2218 -0.1613 -1.8987 0.00 0.61 -0.24 -0.26
C -5.2432 -1.0307 -2.3683 -0.26 -0.56 0.24 -0.23
O -5.8125 -0.5422 -3.5596 -0.11 -0.01 -0.05 -0.11
O -6.0458 -1.6741 -4.4110 -0.10 0.03 0.11 0.00
H -0.8646 -3.4020 -2.3309 -0.03 0.08 -0.11 0.09
H -0.9845 -1.9863 -1.2507 -0.10 -0.04 0.00 0.07
H -0.0734 -3.4188 -0.7482 0.18 -0.03 0.18 0.07
H -0.2222 -1.8264 -3.8437 -0.15 -0.02 0.13 0.12
H 1.5389 -1.8064 -3.9528 0.02 0.05 -0.10 0.13
H 1.5362 0.3535 -3.6997 0.22 -0.76 0.39 -0.02
H 1.0137 0.2000 -2.0236 0.01 -0.13 0.09 0.13
H -0.3837 1.8231 -3.4616 -0.48 -0.03 0.24 0.02
H -1.0098 0.4177 -4.3495 0.15 -0.18 -0.08 0.12
H -3.8811 1.6761 -3.6824 -0.18 0.02 -0.05 0.10
H -4.8732 -2.0396 -2.5273 0.20 0.04 -0.17 0.13
H -5.9934 -1.0440 -1.5808 0.04 0.25 0.13 0.14
H -5.6479 -1.3725 -5.2367 0.19 0.08 -0.02 0.10
Mg 1.2551 2.0156 -4.3859 0.45 0.90 -0.33 0.95
C 5.9406 3.2733 0.7806 0.05 0.02 -0.09 -0.15
C 6.2255 2.0060 -0.0205 -0.05 0.12 0.09 -0.27
C 5.1429 1.7007 -1.0500 0.03 -0.18 -0.23 -0.23
C 3.7502 1.3865 -0.4962 0.27 0.32 0.41 -0.22
C 3.6363 0.1849 0.4240 -0.34 -0.35 -0.78 -0.31
C 4.0536 -1.1323 -0.2141 0.23 0.05 0.25 -0.08
H 5.0208 3.1949 1.3563 0.01 0.03 -0.02 0.00
H 6.7462 3.4737 1.4868 -0.02 0.01 0.02 0.07
H 5.8569 4.1345 0.1120 0.01 0.00 -0.01 0.07
H 6.3667 1.1549 0.6509 -0.04 0.03 0.04 0.08
H 7.1730 2.1396 -0.5489 0.00 -0.08 -0.03 0.11
H 5.4618 0.8604 -1.6748 0.06 0.02 -0.01 0.10
H 5.0653 2.5641 -1.7204 -0.07 -0.02 -0.02 0.10
H 3.0870 1.1958 -1.3605 -0.09 -0.01 -0.03 0.08
H 3.3461 2.2674 0.0095 -0.03 -0.02 -0.01 0.11
H 2.6024 0.1049 0.7660 0.07 0.04 0.23 0.11
H 4.2567 0.3095 1.3887 -0.14 0.32 -0.20 -0.10
H 3.4332 -1.3468 -1.0908 -0.05 -0.01 0.02 0.07
H 3.9268 -1.9473 0.4964 -0.02 -0.08 -0.09 0.06
H 5.0991 -1.1245 -0.5250 0.00 0.02 -0.02 0.08
C 2.3192 -4.2723 3.5233 -0.03 -0.07 -0.02 -0.09
C 2.1389 -3.6596 2.1476 -0.18 0.15 0.25 -0.33
O 0.7828 -3.7242 1.7189 0.06 -0.12 -0.16 -0.08
H 1.9950 -5.3133 3.5182 0.04 -0.02 -0.02 0.08
H 3.3624 -4.2300 3.8388 0.00 0.02 0.02 0.07
H 1.7143 -3.7431 4.2627 0.06 0.05 0.01 0.07
H 2.7307 -4.1987 1.4086 -0.08 0.00 -0.08 0.11
H 2.4638 -2.6136 2.1513 0.13 -0.02 0.01 0.10
H 0.2477 -3.2395 2.3548 -0.03 0.02 -0.02 0.09
C -4.3781 0.7899 2.2792 -0.32 -0.47 0.30 -0.15
C -3.6274 1.8022 3.1018 0.32 -0.16 -0.30 -0.20
O -4.5183 2.7126 3.8030 0.05 0.11 -0.08 0.04
C -5.1140 2.2406 4.8755 0.05 0.05 -0.06 -0.42
O -5.0042 1.1532 5.3578 -0.02 -0.12 0.15 0.17
C -6.0015 3.3433 5.4954 0.00 -0.09 -0.04 -0.55
F -6.7778 3.9192 4.5728 -0.07 0.06 -0.08 0.16
F -5.2370 4.2954 6.0451 0.07 0.08 0.04 0.16
F -6.7842 2.8409 6.4415 -0.06 -0.05 0.10 0.17
H -5.0476 1.2834 1.5746 0.12 0.03 -0.11 0.08
H -3.6543 0.1811 1.7060 -0.54 0.34 0.44 -0.05
H -4.9841 0.1364 2.9110 0.08 0.02 0.06 0.08
H -3.0275 2.4372 2.4550 -0.08 0.12 0.04 0.11
H -2.9588 1.3297 3.8206 -0.14 0.00 0.13 0.13
Cl -2.4523 0.6468 -0.0428 0.57 0.17 0.68 0.14
Br 4.5633 1.1629 3.1891 -0.03 -0.17 0.21 0.16
```
Positions in Å, forces in eV/Å.

Values from the calculation:
DFT total energy ... -144163.035 eV
Orbital gap ... 2.0 eV
2S+1 ... 1
E_LUMO ... -5.586 eV
Charge ... 0

***

A molecular structure, C17H38F5NO11PS2 at a distorted geometry. Source: the OMol25 dataset; level of theory: ωB97M-V/def2-TZVPD.

The geometry in XYZ format:
```
75
Properties=species:S:1:pos:R:3:forces:R:3:lowdin_charge:R:1
O 2.2170 -1.3302 2.4103 -0.35 -0.23 0.01 -0.48
P 3.0139 -0.3527 1.6407 -0.27 -0.99 0.65 0.65
S 3.5770 1.3533 2.8643 0.58 0.85 1.02 0.34
O 4.9052 1.6939 2.4178 -0.06 0.19 -0.74 -0.38
O 3.5520 0.7831 4.1856 -0.54 -0.28 0.07 -0.37
N 2.4889 2.5375 2.8423 0.30 -0.83 -1.20 -0.34
S 2.2457 3.3418 1.4619 0.01 1.44 0.07 0.47
O 1.7272 4.6426 1.8221 -0.27 -0.02 0.39 -0.34
O 3.3517 3.3948 0.5399 0.15 -0.86 -0.23 -0.34
C 0.8363 2.6116 0.6128 -0.12 0.11 0.39 -0.25
C -0.3509 2.6074 1.5686 0.31 -0.70 0.15 -0.21
C -1.4798 1.6578 1.1426 0.02 0.74 0.04 -0.08
C -1.4536 0.3425 1.8695 -0.41 0.38 -0.73 -0.43
F -0.2632 -0.2489 1.6833 0.04 -0.12 0.36 0.12
F -2.3902 -0.4752 1.2888 0.03 0.02 0.11 0.07
C -1.8169 0.4176 3.3900 0.09 -0.87 0.36 -0.51
F -3.0298 -0.1443 3.6009 0.32 0.29 0.02 0.14
F -0.9280 -0.2711 4.1181 -0.36 0.53 -0.18 0.18
F -1.8902 1.6773 3.8334 0.10 -0.24 0.00 0.16
H 2.3663 0.0454 0.4541 0.39 0.30 -0.12 -0.01
H 4.2521 -0.9182 1.2790 0.12 0.51 -0.30 0.00
H 0.6352 3.2837 -0.2131 0.14 0.23 -0.23 0.08
H 1.0635 1.6360 0.2027 0.12 -0.26 0.12 0.06
H 0.0245 2.2786 2.5331 0.09 0.02 0.22 0.09
H -0.6831 3.6225 1.7297 -0.23 0.20 -0.13 0.11
H -1.4160 1.4221 0.0853 0.04 -0.15 -0.22 0.13
H -2.4447 2.1338 1.2863 -0.24 -0.08 0.15 0.13
C -1.0996 8.2602 -2.3808 -0.03 0.02 -0.05 -0.11
O -1.0964 7.3489 -3.4654 0.00 0.00 0.13 -0.19
C 0.0214 6.4724 -3.4500 -0.12 0.02 -0.26 -0.20
C -0.3412 5.1081 -2.9102 0.27 -0.11 0.20 -0.20
O -0.6984 5.1674 -1.5398 -0.18 0.05 -0.08 -0.20
C -2.0962 5.1312 -1.3276 0.05 -0.06 0.09 -0.11
H -2.0830 8.7272 -2.3455 -0.01 0.00 -0.05 0.09
H -0.9131 7.7578 -1.4294 0.03 0.00 0.00 0.09
H -0.3456 9.0400 -2.5338 0.02 0.00 0.07 0.09
H 0.8412 6.9024 -2.8684 0.00 -0.02 0.05 0.13
H 0.3613 6.3630 -4.4849 0.03 -0.01 0.01 0.12
H 0.5359 4.4578 -2.9879 0.00 0.00 -0.03 0.13
H -1.1465 4.6609 -3.5018 -0.03 0.05 -0.02 0.13
H -2.4831 4.1188 -1.4950 -0.06 0.02 -0.03 0.09
H -2.6237 5.8317 -1.9797 -0.01 -0.01 -0.02 0.08
H -2.2783 5.4086 -0.2904 0.04 -0.03 0.02 0.09
C 5.2680 -4.3236 0.0515 -0.02 0.08 -0.01 -0.11
O 3.9559 -3.8122 0.1744 0.14 -0.06 -0.01 -0.20
C 2.9644 -4.6544 -0.3839 -0.11 0.29 0.06 -0.21
C 2.2397 -5.4381 0.6864 -0.08 -0.25 -0.08 -0.21
O 3.0990 -6.3625 1.3362 0.09 0.10 0.05 -0.20
C 3.5528 -5.8966 2.5975 0.00 -0.05 0.00 -0.11
H 5.9136 -3.7323 0.6991 -0.02 0.05 -0.01 0.09
H 5.3247 -5.3708 0.3586 -0.01 -0.02 -0.02 0.08
H 5.6230 -4.2263 -0.9813 0.03 -0.07 0.00 0.09
H 3.4019 -5.3273 -1.1289 0.01 -0.06 0.03 0.12
H 2.2399 -4.0110 -0.8937 -0.01 -0.02 -0.01 0.12
H 1.4362 -6.0159 0.2168 -0.01 0.02 -0.01 0.12
H 1.7880 -4.7549 1.4111 0.04 0.07 -0.01 0.13
H 2.7478 -5.9530 3.3371 0.01 0.07 0.03 0.09
H 3.9177 -4.8693 2.5427 -0.04 0.02 0.01 0.09
H 4.3679 -6.5459 2.9146 -0.02 -0.05 -0.02 0.08
C -2.5640 -3.2600 -0.0183 0.04 -0.05 0.00 -0.09
O -2.5566 -2.7870 -1.3579 -0.13 -0.08 0.07 -0.18
C -2.6176 -3.8205 -2.3216 0.12 0.29 -0.05 -0.21
C -4.0115 -3.9757 -2.8886 -0.04 -0.30 -0.01 -0.21
O -4.9348 -4.4244 -1.9097 -0.01 0.11 0.03 -0.19
C -5.7337 -3.3837 -1.3776 -0.01 -0.04 -0.01 -0.11
H -2.7405 -2.4119 0.6335 0.04 -0.06 -0.09 0.07
H -3.3514 -4.0007 0.1436 0.02 -0.05 -0.06 0.09
H -1.5919 -3.6982 0.2330 -0.03 -0.05 0.04 0.09
H -2.2711 -4.7679 -1.8974 -0.04 -0.04 0.01 0.12
H -1.9380 -3.5459 -3.1357 0.00 -0.05 -0.02 0.12
H -3.9890 -4.7318 -3.6806 0.02 0.03 -0.02 0.12
H -4.3464 -3.0327 -3.3313 0.02 0.04 0.02 0.12
H -6.4904 -3.0718 -2.1066 0.00 0.06 0.02 0.09
H -5.1315 -2.5199 -1.0879 0.00 0.01 -0.01 0.08
H -6.2370 -3.7727 -0.4942 -0.01 -0.05 -0.02 0.09
```
Positions in Å, forces in eV/Å.

Values from the calculation:
DFT total energy ... -86802.358 eV
Orbital gap ... 8.6 eV
2S+1 ... 1
E_LUMO ... 2.311 eV
Charge ... -1